No. 1
The following is a quantum chemistry calculation of C53H115F12O37S2V2 as an isolated structure, from the OMol25 dataset.

Geometry as XYZ:
```
221
Properties=species:S:1:pos:R:3:mulliken_charge:R:1
O -16.28 -7.43 15.03 -0.63
V -15.37 -7.70 16.34 1.01
O -15.07 -9.25 16.25 -0.27
O -14.87 -2.85 14.43 -0.50
V -13.87 -2.71 15.65 1.04
O -12.65 -1.83 15.12 -0.41
C -18.02 -3.74 17.00 -0.43
F -18.32 -2.50 17.28 0.23
F -18.94 -4.61 17.52 0.06
F -18.05 -3.94 15.69 0.11
S -16.32 -4.33 17.65 -1.07
O -15.37 -3.40 17.04 0.95
O -16.38 -4.25 19.12 0.20
O -16.16 -5.70 17.13 0.90
S -12.46 -5.87 15.77 0.96
O -11.51 -6.00 14.67 -0.62
O -11.48 -5.98 16.90 -0.54
O -13.07 -4.55 15.75 -1.21
O -13.45 -6.94 15.87 -0.71
C -18.54 0.09 11.61 -0.90
O -18.55 -0.61 12.86 -0.14
C -19.58 -1.53 13.09 0.38
C -19.82 -2.51 11.95 -0.30
O -20.78 -1.87 11.06 -0.34
C -21.11 -2.78 10.01 -0.78
H -17.69 0.77 11.55 0.23
H -19.45 0.70 11.51 0.32
H -18.42 -0.59 10.77 0.31
H -20.39 -0.93 13.50 -0.10
H -19.18 -2.10 13.93 -0.23
H -20.21 -3.46 12.31 0.17
H -18.88 -2.72 11.45 0.52
H -21.28 -3.78 10.41 0.26
H -20.39 -2.93 9.20 0.32
H -22.02 -2.41 9.55 0.28
C -20.73 0.00 16.29 -0.37
O -20.22 0.85 17.38 -0.52
C -18.79 1.01 17.41 0.54
C -18.29 1.68 18.70 -0.86
O -18.40 0.75 19.75 0.05
C -18.22 1.28 21.08 -0.94
H -21.80 -0.03 16.47 0.26
H -20.37 -1.00 16.49 0.06
H -20.59 0.37 15.28 0.33
H -18.46 1.56 16.53 0.57
H -18.33 0.03 17.30 -0.48
H -18.84 2.61 18.84 0.34
H -17.22 1.85 18.61 0.28
H -18.98 2.01 21.34 0.28
H -17.25 1.79 21.17 0.41
H -18.27 0.49 21.83 0.19
C -12.10 -4.81 21.89 0.21
O -10.98 -4.37 21.05 -0.42
C -10.25 -5.43 20.43 0.64
C -9.25 -6.11 21.42 -0.92
O -9.81 -6.73 22.54 -0.14
C -8.98 -7.58 23.27 -0.90
H -13.00 -4.30 21.56 -0.43
H -11.92 -4.71 22.97 0.38
H -12.52 -5.79 21.66 0.06
H -9.68 -4.93 19.65 -0.05
H -10.93 -6.16 20.01 -0.12
H -8.53 -5.32 21.66 0.35
H -8.74 -6.89 20.85 0.39
H -8.06 -7.12 23.64 0.33
H -8.72 -8.41 22.60 0.38
H -9.52 -7.88 24.17 0.22
C -12.82 -2.45 18.86 -0.24
O -13.32 -1.82 17.71 0.07
C -13.98 -0.58 18.10 -0.11
C -14.44 0.20 16.81 -1.19
O -15.25 -0.76 16.05 0.80
C -16.15 -0.26 15.01 -1.16
H -12.16 -1.80 19.44 0.52
H -12.20 -3.25 18.46 -0.24
H -13.54 -2.94 19.51 -0.17
H -13.32 -0.02 18.77 0.61
H -14.85 -0.87 18.68 -0.26
H -13.62 0.50 16.17 0.32
H -15.16 0.97 17.08 0.40
H -15.61 -0.06 14.08 0.43
H -16.65 0.65 15.34 0.32
H -16.88 -1.01 14.69 0.06
C -5.15 -3.86 14.67 -0.79
O -6.48 -4.29 14.79 -0.27
C -7.28 -3.14 15.02 -0.49
C -8.74 -3.45 14.70 -0.65
O -9.28 -4.16 15.81 -0.26
C -9.84 -3.28 16.77 0.49
H -4.72 -3.30 15.51 0.29
H -5.14 -3.19 13.82 0.33
H -4.47 -4.69 14.47 0.26
H -7.00 -2.28 14.42 0.43
H -7.17 -2.74 16.03 0.32
H -8.79 -4.09 13.82 0.35
H -9.29 -2.55 14.43 0.38
H -9.25 -2.45 17.17 0.38
H -10.07 -3.80 17.70 -0.67
H -10.74 -2.93 16.26 -0.15
C -18.47 -9.10 16.88 -1.17
O -17.52 -8.41 17.59 1.00
C -16.99 -9.16 18.69 -2.02
C -16.10 -8.18 19.43 1.28
O -14.98 -7.84 18.58 -0.31
C -13.91 -7.19 19.29 -0.33
H -19.35 -9.31 17.49 0.34
H -18.01 -10.03 16.54 0.47
H -18.77 -8.46 16.05 -0.06
H -16.37 -9.98 18.33 0.50
H -17.73 -9.61 19.35 0.49
H -15.62 -8.66 20.28 0.55
H -16.59 -7.34 19.91 -0.93
H -13.44 -7.68 20.15 0.18
H -14.32 -6.24 19.64 0.15
H -13.08 -6.89 18.66 0.04
C -27.33 -5.32 13.25 -0.79
O -26.54 -4.25 13.75 -0.33
C -25.53 -3.81 12.85 -0.44
C -24.66 -2.61 13.33 -0.64
O -23.92 -2.92 14.46 -0.19
C -23.14 -1.85 14.93 -0.48
H -28.07 -4.97 12.54 0.30
H -27.81 -5.93 14.01 0.28
H -26.73 -6.06 12.71 0.32
H -25.95 -3.51 11.89 0.39
H -24.91 -4.67 12.60 0.24
H -25.31 -1.80 13.67 0.43
H -24.13 -2.20 12.48 0.38
H -23.73 -0.97 15.20 0.45
H -22.50 -1.54 14.11 0.32
H -22.58 -2.17 15.81 -0.16
C -19.56 -5.38 22.47 -0.59
O -20.15 -5.90 21.30 -0.25
C -19.23 -6.46 20.34 0.52
C -20.11 -6.81 19.15 0.50
O -20.99 -7.92 19.49 -0.66
C -22.12 -7.97 18.64 -0.60
H -18.98 -4.49 22.21 0.14
H -18.99 -6.16 22.97 0.21
H -20.32 -5.15 23.21 0.22
H -18.72 -7.30 20.80 0.39
H -18.41 -5.83 20.00 -0.74
H -19.60 -6.93 18.19 0.05
H -20.71 -5.92 18.95 0.07
H -22.75 -7.10 18.79 0.20
H -22.69 -8.85 18.91 0.33
H -21.83 -8.06 17.59 0.10
C -12.83 -9.61 23.04 -0.85
O -14.00 -9.00 22.61 -0.17
C -14.85 -8.34 23.55 -1.05
C -15.82 -7.24 22.98 0.22
O -15.01 -6.14 22.49 -0.14
C -15.72 -5.09 21.93 0.27
H -13.01 -10.24 23.91 0.38
H -11.95 -8.98 23.17 0.23
H -12.47 -10.23 22.22 0.28
H -14.23 -7.92 24.34 0.46
H -15.46 -9.07 24.09 0.41
H -16.56 -6.87 23.69 0.35
H -16.36 -7.71 22.16 -0.17
H -16.16 -4.51 22.74 0.42
H -16.44 -5.41 21.18 0.15
H -15.06 -4.44 21.36 -0.93
C -13.07 0.64 25.46 -0.83
O -13.47 -0.26 24.41 -0.25
C -14.71 -0.86 24.63 -0.78
C -15.21 -1.59 23.35 0.27
O -15.81 -0.74 22.38 -0.51
C -15.91 -1.36 21.13 0.35
H -12.92 0.18 26.43 0.31
H -13.84 1.40 25.56 0.34
H -12.14 1.17 25.24 0.25
H -15.46 -0.13 24.93 0.33
H -14.74 -1.54 25.49 0.40
H -15.96 -2.35 23.54 0.14
H -14.39 -2.13 22.88 0.01
H -16.36 -2.34 21.27 0.05
H -14.90 -1.57 20.76 0.21
H -16.42 -0.69 20.44 -0.37
C -21.35 -5.26 15.31 0.75
C -22.00 -6.01 14.12 -0.52
O -21.02 -6.80 13.36 -0.21
C -20.57 -8.08 13.74 0.45
O -20.85 -8.63 14.77 -0.61
C -19.90 -8.75 12.52 0.81
F -19.62 -7.88 11.55 -0.19
F -18.69 -9.21 12.99 -0.22
F -20.62 -9.82 12.20 -0.25
H -22.13 -4.79 15.91 0.31
H -20.76 -4.50 14.80 -0.47
H -20.72 -5.90 15.92 -0.28
H -22.44 -5.27 13.45 -0.11
H -22.73 -6.73 14.50 0.49
C -20.07 -2.79 20.02 0.12
C -21.51 -3.21 19.55 -0.35
O -22.01 -4.14 20.41 -0.12
C -22.63 -3.81 21.65 0.29
O -22.73 -2.66 22.07 -0.57
C -23.31 -5.00 22.38 0.87
F -23.24 -6.11 21.63 -0.19
F -22.86 -5.23 23.62 -0.27
F -24.62 -4.81 22.56 -0.30
H -20.14 -2.33 21.00 0.67
H -19.84 -1.92 19.40 0.01
H -19.26 -3.53 19.99 -0.74
H -21.42 -3.67 18.56 -0.18
H -22.18 -2.36 19.45 0.61
C -16.11 -5.36 12.33 -0.86
C -14.80 -6.11 12.20 -0.15
O -14.29 -6.38 10.89 -0.31
C -15.04 -7.15 10.05 0.38
O -16.05 -7.75 10.41 -0.52
C -14.61 -7.18 8.57 0.77
F -13.56 -6.33 8.28 -0.25
F -14.17 -8.39 8.30 -0.25
F -15.64 -6.97 7.74 -0.24
H -16.00 -4.56 11.60 0.61
H -16.25 -4.87 13.30 -0.10
H -16.98 -5.96 12.07 0.34
H -14.93 -7.06 12.72 0.20
H -14.06 -5.58 12.80 0.33
```

Molecular weight = 1738.5 u
2S+1 = 1
HOMO level = -5.00 eV
Net charge = -1
F_max = 9.05 eV/Å



No. 2
The following is a quantum chemistry calculation of a 2-piece molecular cluster, C2H3ClF2S overall, from the OMol25 dataset.

Geometry as XYZ:
```
9
Properties=species:S:1:pos:R:3:nbo_charge:R:1
C -1.89 -0.40 -0.49 -0.59
C -0.69 -0.27 -0.99 0.73
F 0.02 -1.33 -1.38 -0.31
F -0.01 0.91 -1.18 -0.32
S -1.40 -1.15 4.02 0.05
Cl 0.01 -1.41 2.63 -0.16
H -0.84 -0.06 4.38 0.11
H -2.44 -1.39 -0.34 0.25
H -2.43 0.56 -0.15 0.24
```

Molecular weight = 132.6 u
2S+1 = 1
HOMO level = -9.49 eV
F_max = 3.73 eV/Å
Structure (SMILES) = C=C(F)F.SCl



No. 3
The following is a quantum chemistry calculation of C50H37CoI4N7S as an isolated structure, from the OMol25 dataset.

Geometry as XYZ:
```
100
Properties=species:S:1:pos:R:3:mulliken_spin:R:1
Co -0.32 -0.33 -0.05 2.72
I 1.00 7.45 5.61 0.00
C 0.71 5.75 4.42 0.00
C -0.57 5.38 4.02 0.01
C -0.74 4.26 3.23 -0.01
C 0.35 3.50 2.82 -0.04
C 1.63 3.88 3.22 -0.01
C 1.81 5.00 4.02 0.00
C 0.19 2.30 1.96 -0.01
C 0.74 2.33 0.68 0.12
C 1.31 3.50 0.06 0.03
C 1.57 3.18 -1.24 0.04
C 1.14 1.84 -1.43 0.12
C 0.53 1.82 -3.81 0.07
C 0.58 3.24 -4.21 0.02
C -0.52 4.08 -4.13 0.00
C -0.44 5.39 -4.59 0.00
C 0.75 5.85 -5.12 0.00
I 0.88 7.82 -5.83 0.00
C 1.87 5.03 -5.20 0.00
C 1.78 3.72 -4.74 0.01
C 0.15 -0.36 -4.12 -0.01
N 0.76 -0.21 -2.89 0.02
C 1.11 -1.49 -2.44 0.07
C 2.03 -2.04 -1.41 0.10
C 3.39 -2.37 -1.87 0.03
C 3.82 -3.70 -1.97 0.02
C 5.12 -4.00 -2.36 -0.01
C 6.00 -2.97 -2.65 0.01
I 7.97 -3.42 -3.21 0.00
C 5.58 -1.65 -2.59 0.00
C 4.28 -1.36 -2.22 0.04
C 1.60 -2.48 -0.19 -0.18
C 2.24 -3.38 0.75 0.06
C 1.36 -3.60 1.75 -0.01
C 0.24 -2.70 1.53 0.03
N 0.37 -2.09 0.35 0.10
C -0.68 -2.33 2.57 0.20
C -0.93 -0.97 2.78 -0.15
C -1.37 -0.28 3.98 0.16
C -1.03 1.03 3.83 -0.10
C -0.45 1.17 2.52 0.25
N -0.47 -0.03 1.90 0.09
C -1.12 -3.41 3.48 0.01
C -1.55 -4.61 2.90 0.04
C -2.00 -5.66 3.67 -0.01
C -2.00 -5.54 5.06 0.03
I -2.69 -7.13 6.24 0.00
C -1.55 -4.37 5.66 -0.02
C -1.11 -3.32 4.87 0.04
C 0.61 -2.38 -3.38 0.01
C -0.01 -1.68 -4.44 0.03
N 0.68 1.32 -0.27 -0.06
H -1.42 5.97 4.33 0.00
H -1.74 3.98 2.92 0.00
H 2.48 3.29 2.91 0.00
H 2.81 5.28 4.33 0.00
H 1.50 4.43 0.56 -0.01
H 2.01 3.82 -2.00 0.00
H -1.45 3.72 -3.71 0.00
H -1.29 6.04 -4.52 0.00
H 2.79 5.39 -5.63 0.00
H 2.64 3.07 -4.81 0.00
H 3.13 -4.50 -1.76 0.00
H 5.44 -5.03 -2.43 0.00
H 6.27 -0.85 -2.84 0.00
H 3.96 -0.32 -2.17 0.00
H 3.22 -3.81 0.65 0.00
H 1.48 -4.22 2.62 0.00
H -1.84 -0.73 4.84 0.01
H -1.15 1.82 4.56 -0.01
H -1.56 -4.71 1.82 0.00
H -2.35 -6.57 3.21 0.00
H -1.52 -4.29 6.73 0.00
H -0.70 -2.44 5.35 0.00
H 0.74 -3.45 -3.32 0.00
H -0.45 -2.10 -5.33 0.00
N 0.01 0.89 -4.67 0.03
C 0.97 1.17 -2.68 0.05
H -0.39 1.10 -5.56 0.00
C -5.08 -0.05 1.93 0.00
C -3.67 0.24 1.42 0.03
N -3.70 0.81 0.08 0.00
C -2.97 0.52 -0.99 0.00
S -2.88 1.51 -2.31 0.01
N -2.23 -0.68 -0.99 0.03
C -2.94 -1.96 -0.64 0.02
C -2.44 -3.07 -1.54 -0.01
H -5.05 -0.31 2.99 0.00
H -5.53 -0.87 1.38 0.00
H -5.71 0.83 1.82 0.00
H -3.07 -0.67 1.41 -0.01
H -3.17 0.95 2.09 0.00
H -4.19 1.69 0.00 0.00
H -1.86 -0.77 -1.93 0.00
H -4.01 -1.81 -0.75 0.00
H -2.74 -2.22 0.41 -0.01
H -2.71 -2.88 -2.58 0.00
H -2.89 -4.02 -1.25 0.00
H -1.36 -3.16 -1.46 0.01
```

⟨S²⟩ = 6.147
Molecular weight = 1334.5 u
2S+1 = 5
HOMO level (spin up / spin down) = -9.21 / -9.85 eV
Net charge = +1
F_max = 0.82 eV/Å



No. 4
The following is a quantum chemistry calculation of C20H9BeBrCl5N2O3 as an isolated structure, from the OMol25 dataset.

Geometry as XYZ:
```
41
Properties=species:S:1:pos:R:3:nbo_charge:R:1
Be -0.53 -1.11 0.06 1.66
Cl 4.66 -0.75 4.90 0.02
C 3.36 -1.29 3.89 -0.10
C 3.71 -1.83 2.60 -0.07
Cl 5.22 -2.52 2.16 0.06
C 2.74 -1.73 1.59 -0.10
Cl 3.14 -1.89 -0.10 0.04
C 1.36 -1.56 1.96 0.33
O 0.35 -1.74 1.16 -0.94
C 1.07 -1.50 3.33 -0.11
Cl -0.59 -1.67 3.80 0.02
C 2.04 -1.35 4.33 -0.09
Cl 1.59 -1.15 5.97 0.06
C -2.28 -0.82 0.14 -1.10
C -2.79 0.44 0.69 0.10
C -3.20 1.55 -0.17 -0.24
C -3.66 2.71 0.40 -0.16
C -3.49 2.92 1.77 -0.26
C -3.02 1.92 2.60 -0.14
C -2.69 0.69 2.09 -0.28
C -3.96 4.18 2.32 0.31
N -4.32 5.21 2.68 -0.39
H -2.50 -0.99 -0.91 0.22
H -2.47 -1.67 0.76 0.22
H -3.15 1.36 -1.21 0.23
H -4.12 3.54 -0.17 0.22
H -3.05 2.04 3.73 0.21
H -2.34 -0.12 2.66 0.21
Br 1.75 1.58 -6.99 0.03
C 1.85 0.36 -5.54 -0.13
C 2.92 -0.49 -5.40 0.00
N 3.01 -1.24 -4.32 -0.42
C 2.06 -1.29 -3.40 0.05
C 1.05 -0.32 -3.41 -0.15
C 0.87 0.45 -4.58 -0.17
C 0.06 -0.17 -2.26 0.78
O -0.73 0.78 -2.26 -0.66
O 0.10 -1.11 -1.39 -0.93
H 3.72 -0.61 -6.12 0.20
H 2.15 -2.00 -2.59 0.22
H 0.09 1.19 -4.74 0.25
```

Molecular weight = 591.5 u
2S+1 = 1
HOMO level = -5.09 eV
Net charge = -1
F_max = 2.70 eV/Å



No. 5
The following is a quantum chemistry calculation of C29H23ClHgN3P as an isolated structure, from the OMol25 dataset.

Geometry as XYZ:
```
58
Properties=species:S:1:pos:R:3:nbo_charge:R:1
Hg -0.79 0.18 0.71 1.27
Cl -2.26 -1.73 -1.51 0.02
C -0.81 -2.66 -1.70 0.00
C -0.94 -4.01 -2.00 -0.22
C 0.21 -4.78 -2.18 -0.15
C 1.46 -4.20 -2.05 -0.22
C 1.58 -2.85 -1.75 -0.11
C 0.45 -2.06 -1.57 -0.46
P 0.61 -0.32 -1.13 0.90
C 0.10 0.66 -2.55 -0.43
C -0.13 0.07 -3.79 -0.12
C -0.52 0.86 -4.87 -0.21
C -0.67 2.23 -4.70 -0.17
C -0.44 2.82 -3.47 -0.20
C -0.06 2.04 -2.39 -0.19
C 2.34 0.00 -0.80 -0.33
C 2.86 -0.31 0.46 -0.22
C 4.20 -0.11 0.72 -0.19
C 5.03 0.40 -0.27 -0.17
C 4.52 0.71 -1.52 -0.20
C 3.17 0.51 -1.79 -0.21
H -1.92 -4.44 -2.10 0.25
H 0.11 -5.83 -2.41 0.24
H 2.35 -4.80 -2.18 0.24
H 2.56 -2.41 -1.65 0.22
H 0.00 -0.99 -3.93 0.22
H -0.70 0.41 -5.83 0.23
H -0.98 2.84 -5.54 0.23
H -0.56 3.89 -3.34 0.23
H 0.12 2.50 -1.43 0.22
H 2.21 -0.69 1.24 0.22
H 4.60 -0.34 1.70 0.23
H 6.08 0.56 -0.06 0.23
H 5.17 1.12 -2.29 0.23
H 2.78 0.76 -2.77 0.23
C 0.28 -1.76 5.87 -0.22
C -0.53 -0.66 6.15 -0.18
C -1.09 0.08 5.12 -0.26
C -0.85 -0.28 3.80 0.21
C -0.04 -1.38 3.52 -0.28
C 0.52 -2.12 4.55 -0.19
N -1.40 0.44 2.72 -0.51
N -2.20 1.44 3.02 -0.27
C -2.74 2.10 1.96 0.30
C -3.63 3.16 2.23 -0.22
C -4.22 3.82 1.19 -0.15
C -3.94 3.42 -0.13 -0.28
C -3.06 2.39 -0.33 0.05
N -2.46 1.74 0.69 -0.66
H 0.71 -2.33 6.68 0.22
H -0.72 -0.38 7.17 0.22
H -1.72 0.93 5.33 0.24
H 0.13 -1.68 2.49 0.19
H 1.13 -2.98 4.33 0.22
H -3.81 3.42 3.26 0.24
H -4.90 4.64 1.38 0.23
H -4.40 3.91 -0.98 0.23
H -2.80 2.05 -1.32 0.20
```

⟨S²⟩ = 0.769
Molecular weight = 680.5 u
2S+1 = 2
HOMO level (spin up / spin down) = -9.25 / -10.77 eV
Net charge = +1
F_max = 0.38 eV/Å



No. 6
The following is a quantum chemistry calculation of an isolated ion of composition C5H6N and charge +1, from the OMol25 dataset.

Geometry as XYZ:
```
12
Properties=species:S:1:pos:R:3:nbo_charge:R:1
C -0.77 1.22 0.89 0.28
C -0.73 2.05 -0.36 -0.18
C 0.57 -1.90 0.10 -0.10
C 0.46 -2.92 0.74 -0.06
C 0.69 -0.54 -0.49 -0.28
N -0.12 0.68 -0.04 -0.17
H -1.08 1.06 1.83 0.25
H -0.09 2.85 -0.56 0.23
H 0.41 -3.88 1.11 0.25
H -1.51 2.07 -1.12 0.24
H 1.72 -0.20 -0.58 0.28
H 0.45 -0.48 -1.52 0.26
```

Molecular weight = 80.1 u
2S+1 = 1
HOMO level = -14.67 eV
Net charge = +1
F_max = 5.16 eV/Å
Structure (SMILES) = C#CC[N+]1=CC1



No. 7
The following is a quantum chemistry calculation of a 2-piece molecular cluster, C2HO2S2 overall, from the OMol25 dataset.

Geometry as XYZ:
```
7
Properties=species:S:1:pos:R:3:nbo_charge:R:1
C 0.35 -0.34 -1.86 0.70
C 0.70 -0.49 -0.53 -0.13
O -0.27 -1.38 -1.27 -0.50
O 0.54 0.07 -2.94 -0.56
S -0.61 1.34 3.11 -0.78
S 0.83 -0.01 1.04 0.18
H -1.54 0.81 2.45 0.08
```

Molecular weight = 121.2 u
2S+1 = 1
HOMO level (spin up / spin down) = -3.55 / -3.55 eV
Net charge = -1
F_max = 3.70 eV/Å



What did the fifth record say?
The following is a quantum chemistry calculation of C29H23ClHgN3P as an isolated structure, from the OMol25 dataset.

Geometry as XYZ:
```
58
Properties=species:S:1:pos:R:3:nbo_charge:R:1
Hg -0.79 0.18 0.71 1.27
Cl -2.26 -1.73 -1.51 0.02
C -0.81 -2.66 -1.70 0.00
C -0.94 -4.01 -2.00 -0.22
C 0.21 -4.78 -2.18 -0.15
C 1.46 -4.20 -2.05 -0.22
C 1.58 -2.85 -1.75 -0.11
C 0.45 -2.06 -1.57 -0.46
P 0.61 -0.32 -1.13 0.90
C 0.10 0.66 -2.55 -0.43
C -0.13 0.07 -3.79 -0.12
C -0.52 0.86 -4.87 -0.21
C -0.67 2.23 -4.70 -0.17
C -0.44 2.82 -3.47 -0.20
C -0.06 2.04 -2.39 -0.19
C 2.34 0.00 -0.80 -0.33
C 2.86 -0.31 0.46 -0.22
C 4.20 -0.11 0.72 -0.19
C 5.03 0.40 -0.27 -0.17
C 4.52 0.71 -1.52 -0.20
C 3.17 0.51 -1.79 -0.21
H -1.92 -4.44 -2.10 0.25
H 0.11 -5.83 -2.41 0.24
H 2.35 -4.80 -2.18 0.24
H 2.56 -2.41 -1.65 0.22
H 0.00 -0.99 -3.93 0.22
H -0.70 0.41 -5.83 0.23
H -0.98 2.84 -5.54 0.23
H -0.56 3.89 -3.34 0.23
H 0.12 2.50 -1.43 0.22
H 2.21 -0.69 1.24 0.22
H 4.60 -0.34 1.70 0.23
H 6.08 0.56 -0.06 0.23
H 5.17 1.12 -2.29 0.23
H 2.78 0.76 -2.77 0.23
C 0.28 -1.76 5.87 -0.22
C -0.53 -0.66 6.15 -0.18
C -1.09 0.08 5.12 -0.26
C -0.85 -0.28 3.80 0.21
C -0.04 -1.38 3.52 -0.28
C 0.52 -2.12 4.55 -0.19
N -1.40 0.44 2.72 -0.51
N -2.20 1.44 3.02 -0.27
C -2.74 2.10 1.96 0.30
C -3.63 3.16 2.23 -0.22
C -4.22 3.82 1.19 -0.15
C -3.94 3.42 -0.13 -0.28
C -3.06 2.39 -0.33 0.05
N -2.46 1.74 0.69 -0.66
H 0.71 -2.33 6.68 0.22
H -0.72 -0.38 7.17 0.22
H -1.72 0.93 5.33 0.24
H 0.13 -1.68 2.49 0.19
H 1.13 -2.98 4.33 0.22
H -3.81 3.42 3.26 0.24
H -4.90 4.64 1.38 0.23
H -4.40 3.91 -0.98 0.23
H -2.80 2.05 -1.32 0.20
```

⟨S²⟩ = 0.769
Molecular weight = 680.5 u
2S+1 = 2
HOMO level (spin up / spin down) = -9.25 / -10.77 eV
Net charge = +1
F_max = 0.38 eV/Å